The following is a quantum chemistry calculation of a structure of composition C35H50BN11SeV, from the Open Molecules 2025 dataset.

Each line ends with the Mulliken charge.
Cartesian coordinates (Å):
V: 0.550 1.139 0.418  -1.016
C: -2.947 2.767 -0.834  -1.377
C: -2.230 2.314 -2.113  1.581
C: -3.157 2.440 -3.320  -2.064
C: -1.749 0.898 -1.924  -0.816
C: -2.276 -0.205 -2.574  -1.243
C: -1.741 -1.344 -1.981  -0.107
C: -2.075 -2.740 -2.458  0.299
C: -3.587 -2.972 -2.319  -1.410
C: -1.299 -3.929 -1.899  -1.331
N: -0.907 -0.920 -1.013  0.877
N: -0.875 0.460 -0.984  1.537
B: -0.302 -1.522 0.251  1.984
N: -0.993 -0.889 1.476  0.674
N: -0.864 0.465 1.632  1.973
C: -1.494 0.831 2.766  -0.633
C: -2.048 -0.308 3.332  -1.291
C: -1.708 -1.378 2.512  0.208
C: -2.116 -2.807 2.722  -0.137
C: -0.932 -3.770 2.870  -1.364
C: -3.110 -3.249 1.646  -1.300
C: -1.596 2.245 3.244  0.376
C: -0.658 3.181 2.494  -0.808
C: -3.054 2.714 3.170  -1.498
N: 1.249 -0.856 0.265  1.325
N: 1.549 -0.245 1.471  0.330
C: 2.775 -0.575 1.865  -0.628
C: 3.323 -1.438 0.894  -1.244
C: 2.398 -1.582 -0.106  -1.262
C: 2.581 -2.507 -1.273  0.628
C: 2.207 -3.943 -0.848  -1.432
C: 1.946 -2.066 -2.590  -1.576
C: 3.349 -0.186 3.190  1.141
C: 4.877 -0.137 3.168  -1.545
C: 2.739 1.065 3.824  -1.145
H: -3.254 3.810 -0.919  0.419
H: -2.309 2.664 0.045  0.142
H: -3.841 2.163 -0.667  0.456
H: -1.388 2.975 -2.294  -0.403
H: -4.066 1.849 -3.192  0.425
H: -2.665 2.131 -4.244  0.435
H: -3.459 3.481 -3.434  0.455
H: -2.982 -0.192 -3.387  0.810
H: -1.852 -2.697 -3.529  0.612
H: -3.884 -2.970 -1.268  0.220
H: -3.849 -3.942 -2.742  0.477
H: -4.170 -2.211 -2.838  0.411
H: -1.509 -4.113 -0.846  0.104
H: -0.226 -3.824 -2.030  0.113
H: -1.607 -4.821 -2.446  0.571
H: -0.253 -2.696 0.289  -0.843
H: -2.641 -0.364 4.232  0.635
H: -2.645 -2.799 3.675  0.503
H: -0.422 -3.951 1.924  0.050
H: -1.297 -4.731 3.235  0.495
H: -0.204 -3.395 3.592  0.371
H: -2.664 -3.191 0.654  -0.016
H: -4.004 -2.623 1.653  0.362
H: -3.416 -4.282 1.820  0.483
H: -1.288 2.241 4.293  0.579
H: -0.807 3.076 1.408  -0.422
H: 0.387 3.010 2.747  0.156
H: -0.893 4.221 2.719  0.538
H: -3.393 2.761 2.131  0.227
H: -3.152 3.707 3.608  0.465
H: -3.718 2.040 3.710  0.430
H: 4.301 -1.890 0.914  0.626
H: 3.661 -2.509 -1.431  0.795
H: 1.168 -4.022 -0.533  0.150
H: 2.835 -4.274 -0.020  0.367
H: 2.363 -4.624 -1.684  0.426
H: 0.877 -1.885 -2.510  0.182
H: 2.100 -2.843 -3.339  0.543
H: 2.429 -1.161 -2.961  0.271
H: 3.043 -1.035 3.818  0.266
H: 5.238 0.649 2.499  0.391
H: 5.320 -1.086 2.864  0.408
H: 5.246 0.088 4.168  0.405
H: 3.113 1.974 3.358  0.121
H: 3.029 1.103 4.873  0.579
H: 1.645 1.059 3.778  0.090
N: 6.140 3.402 2.079  -0.410
C: 5.128 3.495 1.538  0.376
N: 3.968 3.637 0.886  -0.608
C: 2.997 2.893 0.956  0.997
N: 2.017 2.206 0.968  -0.769
Se: 0.435 4.470 -0.735  0.315
N: 0.634 2.707 -1.102  -0.291
C: 1.015 2.594 -2.366  0.899
C: 1.288 1.386 -3.061  0.391
C: 1.657 1.463 -4.364  -0.508
C: 1.778 2.713 -5.064  -0.807
C: 1.522 3.886 -4.447  -0.871
C: 1.128 3.859 -3.070  0.665
N: 0.847 4.938 -2.373  -0.712
H: 1.182 0.437 -2.557  -0.739
H: 1.866 0.551 -4.910  0.533
H: 2.077 2.696 -6.103  0.444
H: 1.600 4.844 -4.943  0.509

* ⟨S²⟩: 0.788
* 2S+1: 2
* total charge: +2
* HOMO energy (spin up / spin down): -0.5341 / -0.5341 Eh
* LUMO (spin up / spin down): -8.71 / -7.79 eV
* orbital gap (spin up / spin down): 5.83 / 6.75 eV

The following is a quantum chemistry calculation of a cluster of 10 separate species, C35H50O30 in total in a non-equilibrium geometry, from the Open Molecules 2025 dataset.

Each line ends with the Mulliken charge.
Cartesian coordinates (Å):
C: -0.995 4.959 0.813  -1.418
C: -2.325 4.666 1.535  1.525
C: -2.196 4.451 3.014  -0.152
O: -3.365 5.064 3.608  -0.399
C: -3.880 6.002 2.713  0.568
O: -4.736 6.792 2.933  -0.525
O: -3.246 5.780 1.519  -0.488
H: -0.411 4.009 0.818  0.161
H: -0.404 5.791 1.245  0.413
H: -1.368 5.182 -0.180  0.300
H: -2.716 3.817 1.010  -0.444
H: -1.326 4.966 3.506  0.288
H: -2.044 3.392 3.255  0.144
C: 0.860 -4.296 2.064  -0.745
C: 2.231 -4.037 1.483  0.278
C: 2.998 -5.280 1.083  -0.690
O: 2.284 -5.633 -0.186  -0.416
C: 2.019 -4.438 -0.786  -0.005
O: 1.809 -4.233 -1.950  -0.495
O: 1.983 -3.434 0.208  0.250
H: 0.074 -4.517 1.263  0.208
H: 0.529 -3.321 2.479  -0.013
H: 0.939 -5.069 2.845  0.387
H: 2.830 -3.305 2.003  0.354
H: 2.911 -6.126 1.833  0.433
H: 4.075 -5.106 0.967  0.276
C: 3.286 -3.389 4.839  -1.356
C: 2.074 -2.504 4.891  0.624
C: 2.193 -1.498 6.028  -0.707
O: 1.419 -0.336 5.536  -0.357
C: 1.465 -0.401 4.191  0.318
O: 1.324 0.497 3.455  -0.412
O: 1.910 -1.667 3.753  -0.007
H: 3.619 -3.513 5.936  0.411
H: 4.073 -2.862 4.240  0.299
H: 3.022 -4.307 4.445  0.297
H: 1.203 -3.173 5.008  0.233
H: 3.228 -1.224 6.163  0.372
H: 1.761 -1.784 6.969  0.322
C: -5.293 1.137 3.728  -1.138
C: -5.888 2.043 2.621  0.348
C: -5.443 1.696 1.220  0.452
O: -6.240 0.503 0.921  -0.372
C: -7.318 0.639 1.615  0.642
O: -8.317 -0.016 1.357  -0.613
O: -7.254 1.707 2.500  -0.427
H: -4.284 1.268 4.025  0.338
H: -5.355 0.119 3.280  0.083
H: -5.893 1.109 4.637  0.363
H: -5.886 3.054 2.926  0.480
H: -4.400 1.398 1.106  -0.456
H: -5.727 2.457 0.479  0.324
C: 4.505 4.385 -6.135  -1.394
C: 4.419 3.826 -4.691  0.341
C: 3.653 4.743 -3.759  -0.497
O: 2.696 3.950 -3.103  -0.300
C: 2.673 2.735 -3.732  0.520
O: 1.754 1.994 -3.580  -0.405
O: 3.614 2.593 -4.646  -0.365
H: 4.959 5.320 -6.091  0.444
H: 3.475 4.647 -6.451  0.342
H: 5.058 3.738 -6.844  0.320
H: 5.445 3.480 -4.343  0.291
H: 3.076 5.426 -4.394  0.298
H: 4.243 5.299 -3.030  0.315
O: -3.857 1.408 -1.170  -0.353
C: -2.946 1.702 -1.824  0.103
O: -2.144 0.853 -2.550  -0.144
C: -0.975 1.639 -3.074  0.312
C: -1.227 3.037 -2.577  -0.244
O: -2.532 3.003 -1.915  -0.339
H: -0.063 1.179 -2.650  -0.328
H: -0.935 1.578 -4.145  0.610
H: -1.289 3.804 -3.398  0.389
H: -0.432 3.447 -1.954  0.081
O: 5.100 -3.105 0.423  -0.535
C: 5.068 -2.796 -0.708  0.736
O: 4.946 -1.511 -1.136  -0.338
C: 5.050 -1.518 -2.582  -0.216
C: 4.798 -3.023 -2.988  0.287
O: 5.008 -3.679 -1.727  -0.382
H: 4.295 -0.861 -2.970  0.106
H: 6.007 -1.224 -2.928  0.311
H: 5.493 -3.297 -3.816  0.338
H: 3.755 -3.110 -3.250  -0.210
O: -1.123 -2.943 -0.564  -0.281
C: -2.048 -2.650 0.106  0.617
O: -2.128 -2.897 1.412  -0.327
C: -3.345 -2.368 1.942  -0.645
C: -4.074 -1.840 0.669  0.275
O: -3.159 -2.144 -0.373  -0.447
H: -3.944 -3.057 2.496  0.476
H: -3.020 -1.549 2.504  0.304
H: -4.300 -0.756 0.653  -0.297
H: -5.023 -2.293 0.498  0.436
O: 1.958 -1.199 -3.591  -0.563
C: 0.924 -1.833 -3.825  0.463
O: 0.898 -2.814 -4.725  -0.424
C: -0.221 -3.632 -4.504  -0.386
C: -1.162 -2.777 -3.689  -0.113
O: -0.324 -1.609 -3.359  0.198
H: -0.772 -3.895 -5.445  0.337
H: 0.121 -4.544 -4.025  0.259
H: -1.511 -3.303 -2.786  -0.102
H: -1.965 -2.439 -4.321  0.401
O: -2.043 0.662 1.747  -0.574
C: -1.051 0.541 1.085  -0.568
O: -0.527 -0.628 0.802  0.394
C: 0.519 -0.347 -0.213  1.546
C: 0.954 1.004 0.312  -0.207
O: -0.351 1.588 0.636  0.057
H: 1.129 -1.217 -0.260  -0.613
H: 0.034 -0.284 -1.173  -0.704
H: 1.471 1.612 -0.442  0.246
H: 1.584 0.922 1.208  0.294

* energy relative to the best compared isomer or geometry (same formula, charge and spin): 0.536 eV
* total charge: 0
* HOMO energy: -0.3714 Eh
* LUMO: 0.21 eV
* orbital gap: 10.32 eV

The following is a quantum chemistry calculation of a structure of composition C35H51IrN4O3S4Si in a non-equilibrium geometry, from the Open Molecules 2025 dataset.

Each line ends with the Mulliken charge.
Cartesian coordinates (Å):
Ir: -0.878 -0.650 -1.420  2.184
C: -2.637 -3.458 -1.921  -1.819
N: -2.051 -2.318 -2.661  0.961
C: -0.922 -2.907 -3.435  -1.272
C: 0.022 -1.865 -3.952  -0.926
N: 0.704 -1.184 -2.818  -0.165
C: 1.397 0.000 -3.410  -1.245
C: 1.704 -2.093 -2.220  -0.603
C: 2.856 -2.418 -2.933  -0.973
C: 3.796 -3.282 -2.404  -0.967
C: 3.584 -3.839 -1.148  -0.791
C: 2.440 -3.528 -0.442  -0.833
C: 1.484 -2.650 -0.964  1.689
S: 0.063 -2.280 -0.014  -0.720
C: -3.035 -1.719 -3.576  -0.414
C: -3.975 -2.523 -4.222  -0.797
C: -4.897 -1.982 -5.099  -0.956
C: -4.882 -0.615 -5.345  -0.636
C: -3.951 0.185 -4.717  -0.955
C: -3.010 -0.347 -3.824  1.169
S: -1.868 0.757 -3.096  -0.666
H: -2.768 -4.320 -2.579  0.583
H: -3.600 -3.178 -1.503  0.453
H: -1.940 -3.754 -1.139  0.345
H: -1.321 -3.493 -4.271  0.581
H: -0.392 -3.588 -2.766  0.666
H: -0.513 -1.102 -4.518  0.682
H: 0.766 -2.326 -4.608  0.599
H: 1.963 -0.309 -4.290  0.568
H: 2.060 0.435 -2.672  0.362
H: 0.645 0.722 -3.714  0.303
H: 3.026 -1.998 -3.914  0.321
H: 4.690 -3.517 -2.966  0.415
H: 4.316 -4.510 -0.717  0.415
H: 2.266 -3.950 0.539  0.515
H: -3.993 -3.589 -4.048  0.349
H: -5.621 -2.624 -5.584  0.407
H: -5.604 -0.173 -6.019  0.402
H: -3.933 1.252 -4.899  0.471
C: 3.334 -1.637 2.861  -1.113
C: 3.767 -0.288 2.296  1.850
C: 3.948 0.728 3.419  -1.393
C: 5.060 -0.438 1.505  -1.787
O: 2.791 0.151 1.350  0.898
Si: 1.316 0.848 1.516  -1.899
S: 0.642 0.862 -0.497  -0.779
O: 0.506 0.054 2.680  0.897
C: -0.487 0.361 3.657  2.030
C: -1.287 -0.922 3.855  -1.339
C: -1.392 1.496 3.191  -1.502
C: 0.223 0.752 4.948  -1.912
O: 1.489 2.370 2.094  0.312
C: 1.909 3.622 1.543  1.779
C: 2.334 4.470 2.734  -1.797
C: 3.078 3.412 0.586  -1.178
C: 0.735 4.266 0.817  -1.475
H: 4.051 -1.989 3.606  0.483
H: 3.272 -2.369 2.057  0.106
H: 2.350 -1.553 3.324  -0.024
H: 4.721 0.388 4.110  0.602
H: 3.020 0.861 3.975  0.127
H: 4.244 1.697 3.015  0.167
H: 5.871 -0.782 2.151  0.389
H: 5.344 0.519 1.065  0.353
H: 4.920 -1.160 0.699  0.244
H: -1.517 -1.345 2.880  0.099
H: -2.213 -0.726 4.400  0.354
H: -0.702 -1.659 4.407  0.400
H: -1.883 1.233 2.252  0.327
H: -0.815 2.403 3.027  0.080
H: -2.160 1.691 3.942  0.645
H: 0.887 -0.051 5.272  0.317
H: -0.503 0.945 5.740  0.489
H: 0.814 1.656 4.793  0.179
H: 3.168 4.000 3.257  0.320
H: 1.503 4.574 3.434  0.332
H: 2.641 5.465 2.407  0.408
H: 3.907 2.919 1.095  0.201
H: 3.427 4.371 0.199  0.541
H: 2.774 2.788 -0.257  0.118
H: -0.111 4.394 1.494  0.359
H: 0.419 3.632 -0.011  0.105
H: 1.019 5.245 0.425  0.549
N: -3.008 -2.180 0.619  -0.031
C: -3.157 -0.840 0.578  0.303
N: -2.426 -0.028 -0.141  1.348
C: -2.839 1.314 0.075  -1.366
C: -2.262 2.479 -0.424  -0.347
C: -2.823 3.701 -0.103  -1.017
C: -3.944 3.799 0.719  -0.746
C: -4.512 2.659 1.250  -0.482
C: -3.942 1.436 0.922  1.436
S: -4.449 -0.126 1.485  -0.396
H: -2.133 -2.558 0.270  -0.297
H: -3.442 -2.680 1.375  0.294
H: -1.371 2.428 -1.022  0.486
H: -2.367 4.601 -0.494  0.435
H: -4.362 4.769 0.955  0.397
H: -5.369 2.712 1.908  0.421

* total charge: 0
* HOMO energy: -0.2635 Eh
* LUMO: 0.27 eV
* orbital gap: 7.44 eV

The following is a quantum chemistry calculation of a structure of composition C35H52As2NO10PRuS2Sb2Se, from the Open Molecules 2025 dataset.

Each line ends with the Mulliken charge.
Cartesian coordinates (Å):
Ru: 0.268 0.127 1.248  0.627
C: 5.518 -3.114 -0.311  -1.265
C: 4.076 -2.736 -0.526  -0.131
O: 3.382 -2.841 0.745  -0.056
P: 2.299 -1.835 1.285  1.061
S: 0.402 -2.225 0.757  -0.647
S: 2.676 0.048 0.745  -0.674
O: 2.355 -2.054 2.841  -0.154
C: 3.587 -2.217 3.603  -0.298
C: 3.994 -3.666 3.703  -1.159
H: 6.066 -3.006 -1.247  0.419
H: 5.609 -4.146 0.023  0.312
H: 5.979 -2.462 0.432  0.284
H: 3.574 -3.416 -1.215  0.251
H: 3.975 -1.718 -0.904  0.314
H: 3.343 -1.814 4.583  0.357
H: 4.361 -1.588 3.158  0.338
H: 3.190 -4.259 4.137  0.312
H: 4.865 -3.740 4.355  0.412
H: 4.252 -4.080 2.731  0.221
C: -0.564 -2.337 -3.175  -1.254
Sb: -2.000 -1.715 -1.712  -0.034
C: -2.697 -3.679 -1.217  -1.410
C: -3.587 -1.294 -3.140  -1.462
C: -4.761 -0.783 -2.364  0.616
C: -5.663 -1.672 -1.783  -0.538
C: -6.682 -1.233 -0.950  -0.783
C: -6.806 0.119 -0.677  -0.961
C: -5.932 1.016 -1.272  -0.428
C: -4.916 0.594 -2.127  0.994
C: -4.086 1.624 -2.835  -2.216
Sb: -1.944 1.742 -2.456  0.553
C: -1.850 3.819 -3.017  -1.418
C: -3.778 3.277 0.405  -0.665
H: -1.058 -2.986 -3.898  0.413
H: 0.247 -2.881 -2.692  0.327
H: -0.157 -1.465 -3.683  0.352
H: -2.903 -4.233 -2.133  0.495
H: -3.605 -3.604 -0.621  0.394
H: -1.936 -4.206 -0.641  0.400
H: -3.775 -2.239 -3.650  0.758
H: -3.214 -0.572 -3.862  0.580
H: -5.563 -2.730 -1.994  0.490
H: -7.378 -1.943 -0.526  0.447
H: -7.591 0.477 -0.023  0.448
H: -6.059 2.079 -1.096  0.481
H: -4.465 2.624 -2.622  0.642
H: -4.146 1.487 -3.919  0.853
H: -2.825 4.285 -2.884  0.382
H: -1.559 3.901 -4.064  0.468
H: -1.112 4.349 -2.414  0.330
H: -3.914 4.040 -0.360  0.267
H: -4.365 3.514 1.289  0.496
H: -4.031 2.295 0.021  -0.085
Se: -2.100 0.109 1.435  -0.403
C: -2.617 -1.033 2.890  1.162
C: -2.450 -2.408 2.888  -0.347
C: -2.905 -3.117 3.991  -0.591
N: -3.491 -2.557 5.047  -0.617
C: -3.658 -1.237 5.020  -0.447
C: -3.250 -0.429 3.967  -0.547
H: -1.978 -2.925 2.065  0.359
H: -2.790 -4.194 4.024  0.407
H: -4.143 -0.796 5.883  0.405
H: -3.411 0.642 4.004  0.524
C: -2.181 6.492 2.012  -0.697
O: -2.635 5.219 1.528  -0.515
C: -1.863 4.156 1.489  -0.502
O: -2.383 3.186 0.774  -0.171
C: -0.586 4.004 2.040  0.228
C: -0.326 4.556 3.323  0.563
As: 1.405 4.802 4.306  0.148
C: 2.216 5.983 2.976  -1.068
C: 1.653 3.001 3.525  -0.373
C: 2.011 2.935 2.231  1.371
As: 0.488 2.598 1.105  2.073
C: 0.907 3.462 -0.567  0.070
C: 3.338 3.488 1.823  -0.397
O: 4.174 3.861 2.606  -0.551
O: 3.548 3.393 0.503  -0.058
C: 4.878 3.737 0.079  -0.846
C: 0.756 2.044 4.246  0.125
O: 0.225 2.298 5.293  -0.646
O: 0.739 0.791 3.716  -0.016
C: 0.209 -0.215 4.614  -0.931
C: -1.539 4.601 4.199  -0.088
O: -2.463 3.835 4.052  -0.520
O: -1.628 5.503 5.198  -0.348
C: -0.870 6.710 5.234  -0.718
H: -2.673 7.231 1.388  0.441
H: -1.100 6.569 1.925  0.239
H: -2.498 6.610 3.046  0.279
H: 1.800 6.971 3.183  0.379
H: 1.969 5.702 1.953  0.210
H: 3.293 6.020 3.109  0.433
H: 1.417 4.397 -0.356  0.462
H: -0.029 3.646 -1.095  -1.067
H: 1.546 2.809 -1.157  0.442
H: 4.879 3.620 -1.000  0.272
H: 5.601 3.069 0.541  0.291
H: 5.112 4.763 0.356  0.287
H: 0.165 -1.132 4.032  0.178
H: -0.773 0.075 4.973  0.321
H: 0.887 -0.328 5.457  0.384
H: -1.563 7.500 5.519  0.294
H: -0.440 6.947 4.259  0.297
H: -0.083 6.633 5.981  0.365

* ⟨S²⟩: 8.786
* energy relative to the best compared isomer or geometry (same formula, charge and spin): 2.413 eV
* 2S+1: 6
* total charge: +1
* HOMO energy (spin up / spin down): -0.3518 / -0.3702 Eh
* LUMO (spin up / spin down): -3.48 / -4.62 eV
* orbital gap (spin up / spin down): 6.09 / 5.46 eV

| no. | total energy (Ha) |
| --- | --- |
| 1 | -5335.812400 |
| 2 | -3620.951978 |
| 3 | -3795.934222 |
| 4 | -10757.772220 |